[1]
Here is the molecule C3H5NO from OMol25. Energies are from wB97M-V/def2-TZVPD.

- Molecular weight: 71.079 g mol⁻¹
- Relative energy (zero: lowest compared OMol25 entry of this formula, charge and spin): 43.17 kcal/mol
- E_LUMO: 1.03 eV
- Calculated total energy: -6727.701 eV
- Gap between HOMO and LUMO: 11.05 eV

XYZ file:
```
10
Properties=species:S:1:pos:R:3:forces:R:3
C 1.370366 -0.390440 -0.290244 0.88 3.09 -0.35
C -0.800859 0.865528 -0.159665 2.00 -1.39 0.91
C -0.846205 -0.514459 0.426753 -1.21 -0.18 1.13
H 1.838721 -1.217772 -0.777168 0.36 -1.26 0.10
H -0.200584 1.555682 0.361410 0.60 0.64 1.08
H -1.426674 1.413924 -0.807317 -1.14 -0.53 -0.98
H -0.350562 -0.687779 1.389893 -0.33 0.41 -0.15
H -1.631388 -1.225125 0.245312 -0.52 0.06 -0.11
N 0.022613 -0.270712 -0.659805 0.15 0.25 -1.35
O 2.024570 0.471153 0.270830 -0.79 -1.10 -0.26
```
Positions in Å, forces in eV/Å.

=====

[2]
Here is a 2-piece molecular cluster, C3H5NO overall from OMol25. Energies are from wB97M-V/def2-TZVPD.

- Molecular weight: 71.079 g mol⁻¹
- Relative energy (zero: lowest compared OMol25 entry of this formula, charge and spin): 41.13 kcal/mol
- E_LUMO: 0.72 eV
- Calculated total energy: -6727.789 eV
- Gap between HOMO and LUMO: 11.19 eV

XYZ file:
```
10
Properties=species:S:1:pos:R:3:forces:R:3
C -0.285904 -2.041739 -0.820237 0.43 -1.58 0.11
C 0.481316 0.692110 0.291592 0.04 -2.38 1.19
C 0.524239 1.964396 0.264252 -1.64 1.81 -5.40
N -1.273474 -1.768219 -0.198671 -1.12 0.55 2.30
O 0.590334 -2.439444 -1.489339 -0.39 0.78 0.17
H 0.394613 0.182850 1.219047 0.49 -0.39 1.02
H 0.417908 0.024139 -0.501470 0.03 -0.29 -1.65
H 0.440026 2.521086 1.073207 0.03 2.45 3.84
H 0.194489 2.514555 -0.682424 1.33 -0.70 1.05
H -1.483548 -1.649735 0.844043 0.79 -0.26 -2.63
```
Positions in Å, forces in eV/Å.

=====

[3]
Here is the molecule C3H5NO2 from OMol25. Energies are from wB97M-V/def2-TZVPD.

- Molecular weight: 87.078 g mol⁻¹
- Relative energy (zero: lowest compared OMol25 entry of this formula, charge and spin): 14.02 kcal/mol
- E_LUMO: 0.73 eV
- Calculated total energy: -8777.087 eV
- Gap between HOMO and LUMO: 11.27 eV

XYZ file:
```
11
Properties=species:S:1:pos:R:3:forces:R:3
C -1.293772 -0.161590 0.092388 -0.23 -0.09 0.00
N 0.139815 0.040515 -0.043423 0.05 0.06 0.07
C 0.894352 -0.665880 -0.980695 0.00 -0.23 -0.15
O 0.620480 -1.759770 -1.403963 -0.15 0.63 0.04
C 0.777800 0.864968 0.861771 -0.15 0.20 0.15
O 0.209259 1.413174 1.777866 0.25 -0.20 -0.44
H -1.788914 0.809994 0.031559 0.06 -0.10 0.05
H -1.550716 -0.615737 1.049600 0.07 -0.03 -0.07
H -1.628547 -0.793382 -0.727885 0.05 -0.03 0.11
H 1.754615 -0.078228 -1.343483 0.20 -0.25 0.25
H 1.865627 0.945936 0.686266 -0.14 0.05 -0.01
```
Positions in Å, forces in eV/Å.

=====

[4]
Here is the molecule C3H5NO2 from OMol25. Energies are from wB97M-V/def2-TZVPD.

- Molecular weight: 87.078 g mol⁻¹
- Relative energy (zero: lowest compared OMol25 entry of this formula, charge and spin): 144.75 kcal/mol
- E_LUMO: 0.82 eV
- Calculated total energy: -8771.418 eV
- Gap between HOMO and LUMO: 11.38 eV

XYZ file:
```
11
Properties=species:S:1:pos:R:3:forces:R:3
C 2.014285 -0.140760 0.030635 2.38 1.54 0.99
C -0.404437 -0.233774 -0.397114 1.46 -1.31 -1.86
C 0.692444 0.211355 0.577754 -0.12 1.76 -0.15
N 3.290927 0.254043 0.493187 -1.13 -0.31 -0.57
O 2.711247 0.767188 -0.777489 0.05 0.12 -0.37
O 2.961429 -1.140231 0.020069 -0.54 -0.81 0.25
H -1.288895 0.371196 -0.254936 -0.27 -0.20 -0.39
H -0.569425 -1.316574 -0.314985 -0.55 0.31 0.63
H 0.006960 -0.285484 -1.514827 -0.95 1.09 2.21
H 0.582736 -0.064027 1.649351 -0.07 -0.20 -0.87
H 0.772700 1.375623 0.553559 -0.25 -1.99 0.15
```
Positions in Å, forces in eV/Å.

=====

[5]
Here is the molecule C3H5NO2 from OMol25. Energies are from wB97M-V/def2-TZVPD.

- Molecular weight: 87.078 g mol⁻¹
- Relative energy (zero: lowest compared OMol25 entry of this formula, charge and spin): 24.08 kcal/mol
- E_LUMO: 0.67 eV
- Calculated total energy: -8776.650 eV
- Gap between HOMO and LUMO: 10.34 eV

XYZ file:
```
11
Properties=species:S:1:pos:R:3:forces:R:3
C 1.061563 1.340667 -0.377485 -0.24 0.01 0.48
C -0.315486 0.744744 -0.058826 -0.29 0.34 -0.48
O -1.339104 1.356135 -0.255595 0.44 -0.49 0.62
C -0.321792 -0.807430 0.064602 -0.27 -0.57 -0.66
O 0.246375 -1.131861 -0.965506 0.04 -0.84 0.06
N -0.975390 -1.751381 0.830520 0.31 0.58 -0.58
H 1.041816 2.306511 0.126409 0.30 0.08 -0.02
H 1.869334 0.713026 -0.001832 -0.06 0.11 0.07
H 1.257676 1.519131 -1.448153 -0.55 -0.24 0.42
H -1.420876 -1.641578 1.726313 0.06 0.51 -0.22
H -1.104116 -2.647963 0.359553 0.27 0.50 0.31
```
Positions in Å, forces in eV/Å.

=====

[6]
Here is the molecule C3H5NO2 from OMol25. Energies are from wB97M-V/def2-TZVPD.

- Molecular weight: 87.078 g mol⁻¹
- Relative energy (zero: lowest compared OMol25 entry of this formula, charge and spin): 64.38 kcal/mol
- E_LUMO: 0.75 eV
- Calculated total energy: -8774.903 eV
- Gap between HOMO and LUMO: 9.52 eV

XYZ file:
```
11
Properties=species:S:1:pos:R:3:forces:R:3
C -2.019230 0.173943 -0.010076 0.00 0.22 1.00
C -0.703729 -0.109494 -0.105965 -0.56 0.35 0.18
O -0.381562 -0.910895 -1.142698 -0.45 -0.01 0.00
O 0.270966 0.346593 0.687065 -0.05 0.19 -0.08
C 1.595235 0.192350 0.356423 0.23 0.05 0.04
N 2.443742 0.435390 1.249920 -0.25 -0.05 -0.41
H -2.404473 1.062849 0.447116 0.03 -0.03 0.68
H -1.260217 -0.688953 -1.556939 1.16 -1.14 -0.81
H -2.678632 -0.683263 -0.133020 -0.09 0.42 -0.71
H 1.753636 -0.130904 -0.673146 0.05 0.03 0.11
H 3.384265 0.312383 0.881317 -0.09 -0.03 0.01
```
Positions in Å, forces in eV/Å.

=====

[7]
Here is a 2-piece molecular cluster, C3H5NO2 overall from OMol25. Energies are from wB97M-V/def2-TZVPD.

- Molecular weight: 87.078 g mol⁻¹
- Relative energy (zero: lowest compared OMol25 entry of this formula, charge and spin): 120.82 kcal/mol
- E_LUMO (spin up / spin down): -0.59 / -0.59 eV
- Calculated total energy: -8772.455 eV
- Gap between HOMO and LUMO (spin up / spin down): 9.82 / 9.82 eV

XYZ file:
```
11
Properties=species:S:1:pos:R:3:forces:R:3
O -0.981838 -0.747056 -1.674435 0.05 0.09 -0.17
C -0.724524 0.261261 -0.724860 0.51 0.20 0.33
C -0.055433 -0.374748 0.484188 0.94 0.35 0.06
O 1.824660 0.063561 0.747832 -0.30 -0.20 -0.47
C -0.057786 0.360054 1.706211 0.63 0.53 0.78
N 0.588442 0.933656 2.485039 -1.79 -0.04 0.29
H -1.209402 -0.323118 -2.510936 0.05 -0.15 0.13
H -0.034733 1.028700 -1.089560 -0.06 0.01 -0.08
H -1.662829 0.773174 -0.425551 0.42 -0.31 0.17
H -0.284166 -1.448530 0.572362 0.70 0.38 -0.07
H 2.737348 -0.076728 0.399096 -1.15 -0.85 -0.97
```
Positions in Å, forces in eV/Å.

=====

[8]
Here is the molecule C3H5NO2 from OMol25. Energies are from wB97M-V/def2-TZVPD.

- Molecular weight: 87.078 g mol⁻¹
- Relative energy (zero: lowest compared OMol25 entry of this formula, charge and spin): 16.60 kcal/mol
- E_LUMO: -0.05 eV
- Calculated total energy: -8776.975 eV
- Gap between HOMO and LUMO: 9.91 eV

XYZ file:
```
11
Properties=species:S:1:pos:R:3:forces:R:3
C -1.050162 1.365249 -0.026118 -0.14 0.11 0.00
N 0.071400 0.468334 -0.200002 0.04 -0.17 0.07
C 0.036378 -0.802695 0.238299 -0.28 0.09 0.08
O -0.904539 -1.354056 0.788990 0.38 0.20 -0.21
C 1.334768 -1.564428 -0.020797 0.40 0.04 -0.16
O 2.292306 -1.061451 -0.555316 -0.41 -0.23 0.24
H -1.976864 0.803764 -0.165194 0.11 0.10 0.02
H -1.064039 1.807068 0.976924 0.01 -0.07 -0.14
H -0.996347 2.166099 -0.766841 0.00 -0.13 0.10
H 0.943207 0.784348 -0.600991 -0.11 -0.04 0.04
H 1.313892 -2.612233 0.331041 0.01 0.10 -0.05
```
Positions in Å, forces in eV/Å.

=====

[9]
Here is the molecule C3H5NO2 from OMol25. Energies are from wB97M-V/def2-TZVPD.

- Molecular weight: 87.078 g mol⁻¹
- Relative energy (zero: lowest compared OMol25 entry of this formula, charge and spin): 40.84 kcal/mol
- E_LUMO: 0.86 eV
- Calculated total energy: -8775.924 eV
- Gap between HOMO and LUMO: 11.43 eV

XYZ file:
```
11
Properties=species:S:1:pos:R:3:forces:R:3
C 0.170531 0.721557 1.868846 0.73 -0.12 -0.07
C 0.311191 0.309466 0.456651 0.99 -0.10 -0.54
O 1.451623 0.029764 0.133755 -0.33 0.13 -1.21
O -0.740349 0.115534 -0.354525 -0.08 0.03 0.00
C -0.428991 -0.628330 -1.483436 -0.26 -0.06 -0.38
N -1.248309 -0.627554 -2.430239 0.22 -0.03 0.19
H -0.801911 0.562783 2.370468 0.90 -0.46 -0.10
H 1.154418 0.154670 1.959896 -1.55 0.28 2.56
H 0.505678 1.742727 2.042143 -0.28 0.23 -0.37
H 0.528802 -1.144798 -1.394081 -0.26 0.07 -0.10
H -0.902682 -1.235819 -3.169480 -0.07 0.02 0.02
```
Positions in Å, forces in eV/Å.

=====

[10]
Here is the molecule C3H5NO2 from OMol25. Energies are from wB97M-V/def2-TZVPD.

- Molecular weight: 87.078 g mol⁻¹
- Relative energy (zero: lowest compared OMol25 entry of this formula, charge and spin): 20.51 kcal/mol
- E_LUMO: 0.86 eV
- Calculated total energy: -8776.805 eV
- Gap between HOMO and LUMO: 11.59 eV

XYZ file:
```
11
Properties=species:S:1:pos:R:3:forces:R:3
C 0.294318 -1.387958 -0.207322 0.05 -0.03 -0.01
C 0.490747 0.010862 0.295590 0.39 0.04 -0.11
O -0.674771 0.541847 0.862507 -0.03 0.09 0.01
N 1.514021 0.738142 0.309382 -0.29 -0.33 -0.02
C -1.351406 1.451656 0.128351 -0.03 0.16 -0.42
O -1.148656 1.711142 -1.023254 -0.07 -0.14 0.53
H -0.249779 -1.356081 -1.157887 0.04 0.02 0.14
H -0.299962 -1.969442 0.502869 0.08 0.11 -0.08
H 1.255639 -1.883206 -0.364540 -0.15 0.10 0.00
H 2.304419 0.243737 -0.101100 -0.04 0.03 0.05
H -2.134570 1.899302 0.755403 0.06 -0.06 -0.09
```
Positions in Å, forces in eV/Å.

=====

no.,strongest force on any atom (eV/Å)
1,3.24
2,5.92
3,0.64
4,3.00
5,0.91
6,1.81
7,1.82
8,0.53
9,3.01
10,0.56